1.
39
Properties=species:S:1:pos:R:3:forces:R:3 method="wB97M-V/def2-TZVPD" e_above_lowest_ev=0.000 charge=+2 orbital_gap_ev=6.420
H -3.6094 -3.0538 1.3211 0.0 0.0 0.0
H -4.6086 0.9041 -0.0307 0.0 0.0 0.0
C 2.3751 -1.6102 -0.8109 0.0 0.0 0.0
F -6.1003 -1.5154 -0.7703 0.0 0.0 0.0
C 2.6936 2.7852 -3.1087 0.0 0.0 0.0
C 1.2052 1.0170 3.1228 0.0 0.0 0.0
I 4.8402 1.5446 -4.7823 0.0 0.0 0.0
O 2.0974 1.0251 2.2122 -0.1 -0.1 -0.1
Hf 0.4767 0.4341 0.9247 -0.3 0.5 -0.4
C 3.3781 1.6176 -3.3079 0.0 0.0 0.0
C -3.3303 -2.0456 1.0499 0.0 0.0 0.0
N 1.7412 -0.4395 -0.6731 0.0 0.1 0.2
C -3.8887 0.1652 0.2940 0.0 0.0 0.0
H 2.4636 -0.0616 4.5407 0.0 0.0 0.1
Cl 0.3996 0.3106 5.6420 0.1 0.0 0.0
H 4.4692 -0.9186 -3.3613 0.0 0.0 0.0
H 2.1005 -2.4016 -0.1234 0.0 0.0 0.0
H -2.2058 1.4831 0.1146 0.0 0.0 0.0
C 3.0778 0.4760 -2.5025 0.0 0.0 0.0
H -1.2481 -2.3307 1.4639 0.0 0.0 0.0
C 1.3610 1.8105 -1.3667 0.1 0.2 -0.2
C -2.0142 -1.6446 1.1248 0.0 0.0 0.0
C -2.5547 0.4912 0.3811 0.0 0.0 0.0
N -1.6231 -0.3995 0.7917 0.3 0.1 0.1
C 1.6734 2.8999 -2.1326 0.0 -0.1 0.0
C 3.7010 -0.7773 -2.6115 0.0 0.0 0.0
F -5.9721 -2.7086 1.0334 0.0 0.0 0.0
C 1.4176 0.0718 4.2848 0.0 0.0 0.0
C 2.0708 0.6025 -1.5221 0.1 0.0 -0.2
H 2.9202 3.6549 -3.7100 0.0 0.0 0.0
O 0.3805 1.8225 -0.4017 0.0 -0.6 0.4
F -6.4964 -0.6100 1.1558 0.0 0.0 0.0
H 3.8171 -2.7860 -1.8569 0.0 0.0 0.0
I 0.6659 4.6852 -1.8929 0.0 0.0 0.0
O 0.0425 1.4111 2.8233 0.0 -0.1 0.0
C 3.3442 -1.8184 -1.7777 0.0 0.0 0.0
C -5.7478 -1.5055 0.5155 0.0 0.0 0.0
Cl 0.9659 -1.4610 3.3164 0.0 -0.1 0.0
C -4.2786 -1.1246 0.6307 0.0 0.0 0.0

2.
80
Properties=species:S:1:pos:R:3:forces:R:3 method="wB97M-V/def2-TZVPD" e_above_lowest_ev=0.000 spin_multiplicity=2 s2=0.7539 charge=-1 orbital_gap_ev=7.266
F 39.0838 1.3538 -19.8871 0.1 -0.2 0.1
C 38.1292 1.5431 -26.9012 -0.5 0.5 -0.3
O 33.1848 1.3883 -22.0017 0.4 1.6 -1.0
O 32.8705 4.3318 -16.5170 0.4 -0.5 0.2
C 32.2960 1.0733 -15.6930 -0.4 -0.6 -1.8
C 35.4333 4.9850 -16.2788 -0.5 -0.8 -0.2
C 38.2472 0.8753 -20.7930 -0.2 0.0 -0.4
H 37.6731 -0.6534 -29.5253 -0.6 0.1 0.1
C 37.9688 0.2405 -28.9745 1.4 -1.2 -0.3
C 35.8384 -4.2746 -15.7431 0.8 -1.0 0.1
H 35.5957 0.5461 -26.4167 0.6 0.1 0.3
F 35.6106 4.0469 -15.3391 0.0 -0.2 -0.4
C 38.1333 -0.9131 -25.3063 0.0 -0.3 2.0
H 36.0548 -0.7692 -24.6423 -0.3 -0.2 -0.4
O 31.0908 0.1215 -21.9917 0.2 -0.8 -1.0
H 39.0604 0.1315 -29.0005 0.1 0.3 0.0
C 36.5514 -3.4591 -16.5943 -0.9 0.4 0.1
C 35.2587 -2.1877 -15.2721 1.0 0.3 0.6
C 38.2406 0.4578 -24.6395 -0.2 1.6 0.7
N 36.1727 -2.1695 -16.2848 -0.2 -0.1 -0.1
F 36.5445 5.0872 -16.9972 0.0 0.2 0.4
O 34.3034 3.4458 -18.2545 0.2 -0.6 -1.2
F 34.5944 -1.0858 -22.8932 0.2 0.2 -0.3
S 32.3099 0.6225 -17.5615 1.5 0.5 -2.5
F 32.7379 -1.1922 -24.0505 0.4 0.2 -0.1
O 36.6613 3.8910 -22.9412 0.0 0.0 0.1
H 36.5159 -2.4162 -25.3693 -0.4 0.5 -0.6
C 36.8081 -1.5317 -24.7989 0.5 -0.9 0.0
O 35.5117 0.5570 -20.9579 0.3 -1.0 -1.3
H 36.5257 -1.2970 -16.6395 0.0 -0.3 -0.5
C 37.5908 0.2460 -27.5044 -0.3 1.3 0.0
F 37.4097 6.2645 -20.9738 0.3 -0.5 -0.4
H 36.7521 2.0524 -25.2804 -0.3 -0.8 0.0
O 32.8799 -0.0956 -20.3810 0.4 -1.1 0.9
O 33.7341 0.5581 -18.0078 1.5 -1.0 0.8
H 35.7120 -0.8100 -27.4837 0.0 0.0 -0.2
O 36.6641 -0.6654 -19.1862 1.4 -0.1 -0.4
C 37.7583 1.6655 -25.4320 1.6 1.4 -0.5
H 37.1313 -3.7090 -17.4650 0.1 0.2 0.1
O 35.1086 3.2699 -21.1766 -0.8 -0.8 1.2
F 33.4241 1.6758 -15.4077 -0.2 0.1 0.4
H 37.7439 0.5496 -23.6689 -0.6 -0.9 -0.3
H 40.2329 -1.2682 -25.0596 0.1 0.4 0.5
C 36.0567 0.2176 -27.3459 -0.4 -0.6 -0.4
F 36.2800 5.1955 -19.5092 0.2 -0.1 -0.2
C 33.3002 -1.2073 -22.8478 -1.1 -0.4 0.7
O 34.8312 5.3838 -22.2103 0.5 0.4 0.1
F 31.2186 1.8112 -15.5057 0.3 0.4 0.3
S 35.8028 4.3796 -21.9042 -0.8 -0.1 -0.9
H 39.1927 1.7076 -27.1068 0.2 -0.8 0.4
S 32.4984 0.0959 -21.7890 -0.8 2.1 2.0
H 39.4133 -2.7243 -24.9990 -0.7 -0.2 0.2
Hf 33.8928 1.9871 -19.8441 2.5 -1.8 0.7
H 39.2146 -1.6283 -23.5844 0.2 0.0 0.0
F 38.1405 1.7405 -21.7855 -0.3 0.0 0.4
H 35.8485 -5.3537 -15.7211 0.2 0.0 -0.1
F 35.1751 6.1108 -15.6206 0.1 0.2 -0.4
C 36.9705 5.0444 -20.6470 -0.9 0.6 1.0
H 36.9743 -2.0142 -23.8310 0.2 0.5 0.2
H 37.7436 1.1441 -29.5353 -0.4 0.1 0.3
H 34.9548 -1.2565 -14.8209 -0.1 -0.1 0.0
C 39.3039 -1.6896 -24.6648 0.4 -0.5 -1.6
H 35.5982 0.8433 -28.1142 0.1 -0.1 -0.1
H 37.7451 2.4067 -27.4564 -0.6 -0.2 0.0
O 38.1550 -2.0252 -27.3304 0.2 -0.6 -0.5
F 37.9924 4.2319 -20.4057 0.1 0.1 -0.3
F 32.9850 -2.3667 -22.2620 0.1 0.0 -0.1
O 31.9838 1.8103 -18.3806 -1.5 1.8 -0.7
O 33.7916 5.8609 -18.1290 0.7 -0.3 -0.5
F 38.7023 -0.2728 -21.3065 0.0 0.1 0.4
O 36.1462 1.7091 -19.2075 0.8 1.4 1.8
N 38.2415 -0.8871 -26.7912 -0.8 0.6 0.7
C 35.1272 -3.4824 -14.8365 -0.8 1.0 0.1
O 31.4916 -0.5115 -17.8056 -0.1 -0.1 1.1
S 33.9528 4.6318 -17.4129 -1.5 1.2 1.1
H 34.6000 -3.7188 -13.9263 -0.2 -0.4 -0.3
H 39.2406 0.6565 -24.2388 0.4 -0.1 -0.9
S 36.6043 0.5316 -19.9606 -3.7 0.0 0.4
F 32.1611 -0.0497 -15.0053 0.3 0.0 0.2
H 38.3484 2.5386 -25.1293 -0.1 -0.1 0.5

3.
53
Properties=species:S:1:pos:R:3:forces:R:3 method="wB97M-V/def2-TZVPD" smiles=Cc1ccc(N2CCN(C[C@H](O)COc3cccc(C)c3)CC2)cc1 e_above_lowest_ev=2.664 charge=0 orbital_gap_ev=8.101
H -2.4188 -1.7751 1.9250 0.0 0.0 0.1
C 0.7043 0.6452 -0.3241 0.2 0.2 0.3
O 3.5460 0.1481 -0.4953 0.2 -0.2 0.0
C -5.8496 1.2661 0.2934 -0.1 -0.2 0.0
H 5.0564 1.2872 -2.4804 -0.1 0.1 0.0
H 1.2130 -0.3156 -0.4280 -0.1 0.0 -0.1
H 0.2012 0.8777 -1.2849 0.1 0.0 0.0
C 1.7842 1.7019 -0.0546 0.3 -0.7 -0.2
H -0.5303 2.5762 0.9553 -0.1 0.0 0.0
C 5.3545 0.3111 -2.1320 -0.3 0.2 0.1
C -1.0081 -0.7004 0.7036 -0.1 -0.2 0.2
C -8.0051 0.0672 -0.1796 0.0 0.1 0.0
C -4.5752 1.3320 0.8219 0.2 0.1 0.1
C 3.0390 1.3980 -0.8916 -0.2 0.5 0.1
C 6.1819 -2.2122 -1.2633 -0.1 0.1 0.0
H 7.6557 -3.5170 -0.4327 0.1 -0.1 0.0
O 1.3593 3.0212 -0.3032 0.0 0.4 -0.3
C 5.0770 -1.6012 -0.7013 -0.1 0.1 0.0
C -6.6241 0.1195 0.4021 0.0 0.0 0.0
C 6.8760 -1.5490 -2.2725 0.0 0.1 -0.1
C 4.6539 -0.3417 -1.1271 0.1 -0.1 0.0
H 5.9921 -3.9414 -0.0107 0.0 -0.1 0.1
H -1.7770 1.7481 -0.0189 0.1 0.0 0.0
H -8.6729 0.7338 0.3669 -0.1 0.0 0.0
H -8.4095 -0.9408 -0.1277 -0.1 0.0 0.0
C 6.4627 -0.3029 -2.6957 0.1 -0.1 0.0
C -6.0769 -0.9614 1.0796 0.0 0.1 -0.1
H 2.7711 1.3854 -1.9604 0.0 0.0 0.1
H 7.7405 -2.0152 -2.7214 0.1 0.0 -0.1
H 1.0414 3.0793 -1.2126 0.0 0.0 0.1
N -0.2364 0.5273 0.7692 0.0 -0.1 -0.1
H -1.6718 -0.7205 -0.1820 0.0 0.0 0.0
H -6.2475 2.1273 -0.2259 0.0 0.1 -0.1
H -7.9962 0.3868 -1.2209 -0.1 0.0 -0.1
C -4.0147 0.2425 1.4962 -0.4 0.0 0.0
H 3.7764 2.1946 -0.7230 -0.1 -0.1 -0.1
C -1.8651 -0.8394 1.9675 0.1 -0.3 -0.3
H 6.6138 -4.2719 -1.6326 0.0 -0.1 0.0
N -2.7650 0.2856 2.1039 0.2 0.1 0.3
H 4.5150 -2.0842 0.0833 -0.1 -0.1 0.1
H 2.0470 1.6708 1.0062 0.0 -0.1 -0.1
H -0.3170 -1.5440 0.6377 0.0 0.0 0.0
H 7.0055 0.2083 -3.4774 0.0 0.0 -0.1
H -1.2066 -0.8565 2.8414 0.0 -0.1 0.0
H -2.6551 2.3660 2.2590 0.0 0.0 0.0
H -6.6566 -1.8666 1.1970 -0.1 -0.1 0.0
C -1.9951 1.5093 2.1272 0.0 0.2 -0.2
H -4.0180 2.2468 0.6930 0.1 0.0 0.0
C -4.8086 -0.9037 1.6193 0.1 0.0 0.0
H -1.3309 1.4530 2.9962 0.0 0.1 0.0
H -4.4387 -1.7592 2.1638 0.0 0.0 0.1
C -1.1296 1.6692 0.8749 -0.1 0.2 0.4
C 6.6328 -3.5655 -0.8037 0.0 0.0 0.0

4.
14
Properties=species:S:1:pos:R:3:forces:R:3 method="wB97M-V/def2-TZVPD" smiles="N[C@H]1N=CC[NH2+]1" e_above_lowest_ev=2.628 charge=+1 orbital_gap_ev=11.523
C 1.1986 -1.1184 0.1007 1.5 1.0 1.6
H -1.4869 -0.3015 1.0688 -1.1 0.2 1.9
H 2.0304 -1.8347 0.2407 -0.6 0.4 -0.7
H -0.3704 1.4600 -0.4221 1.3 -0.7 0.8
C -0.7936 -0.2951 0.3011 -2.7 1.4 -2.6
N 0.0067 -1.4097 0.3674 0.4 -1.5 -1.4
H 2.1758 0.7206 0.8225 0.7 0.3 0.9
N -1.7351 0.0153 -0.9784 2.7 -1.6 2.5
H -2.6652 -0.2224 -0.6188 0.2 -0.1 -0.8
N 0.1010 0.9227 0.3864 -3.3 2.2 -1.1
H -1.3905 -0.6842 -1.6536 -0.9 0.4 0.0
C 1.4738 0.4346 0.0897 -0.7 -1.0 -0.9
H -0.3283 1.4961 1.1845 2.3 -0.9 -0.5
H 1.7838 0.8166 -0.8888 0.0 -0.1 0.2

5.
15
Properties=species:S:1:pos:R:3:forces:R:3 method="wB97M-V/def2-TZVPD" smiles="C=CSN(C)C" e_above_lowest_ev=2.673 charge=0 orbital_gap_ev=9.436
H 3.6031 -0.5583 0.2409 -0.4 -0.2 -0.3
C 1.8361 0.5332 -0.1992 -0.9 -2.7 1.0
H -0.9961 -0.8202 1.9212 -1.0 -0.1 0.0
C 3.1332 0.3800 -0.0399 2.0 1.4 -0.1
H -1.6796 0.7230 1.8469 0.0 0.7 -0.4
S 0.6782 -0.9132 -0.0502 1.2 0.7 0.5
N -0.7816 -0.0979 0.0727 -1.3 0.8 -1.5
C -1.5749 -0.2169 -1.1474 3.0 -2.6 -1.9
C -1.6006 -0.1787 1.2471 0.9 -1.0 2.2
H -2.6439 -0.5449 1.1250 0.8 -0.2 -0.4
H 1.1620 1.3382 -0.2514 0.0 1.5 -0.5
H -2.1108 0.5986 -1.4877 -1.5 2.0 0.2
H -2.2144 -1.1531 -1.1529 0.6 0.9 -0.1
H -0.7496 -0.2758 -1.9738 -1.8 -0.4 1.1
H 3.9388 1.1861 -0.1513 -1.7 -0.8 0.2

6.
16
Properties=species:S:1:pos:R:3:forces:R:3 method="wB97M-V/def2-TZVPD" e_above_lowest_ev=5.555 charge=+1 orbital_gap_ev=5.925
H -1.3534 -1.2119 0.7245 0.8 -0.2 -0.4
C -0.7664 -0.3016 0.5286 -2.8 1.0 -1.1
C -1.1455 0.4450 -0.7519 0.0 -0.4 -0.3
C 2.3221 0.0974 0.8527 0.1 0.5 0.6
H -2.9156 0.5358 -1.9242 0.5 -0.1 -0.3
H -3.2013 0.1376 -0.3667 0.3 0.2 0.2
H 3.1772 0.6882 0.5200 -0.2 0.1 -0.7
H 1.6412 0.7824 1.3643 0.2 0.0 -0.3
N 1.6457 -0.5834 -0.2598 -1.0 0.4 1.1
H -0.9190 1.5123 -0.6721 0.0 0.1 0.4
H -0.8493 0.4017 1.3575 1.6 -0.4 0.5
N -2.5057 0.1295 -1.0968 0.0 -0.5 0.3
H -0.4449 0.1133 -1.5467 -0.4 0.0 -0.1
H 0.5025 -0.6893 -0.0167 1.5 0.0 -0.1
H 2.0386 -1.5289 -0.3246 -0.4 -0.1 0.0
H 2.7736 -0.5281 1.6119 -0.3 -0.6 0.1

7.
17
Properties=species:S:1:pos:R:3:forces:R:3 method="wB97M-V/def2-TZVPD" smiles=C[C@@H](O)[C@H]1CCO1 e_above_lowest_ev=2.347 charge=0 orbital_gap_ev=11.107
H -3.1128 0.1082 0.3528 0.2 -0.1 0.0
H -0.2875 1.2287 1.1240 -1.7 1.1 -2.4
O -0.8668 1.5151 0.2817 1.9 -0.7 2.8
O 0.8426 -0.3978 1.0972 -1.4 -0.6 -1.8
H 1.2737 1.2285 -1.1952 0.0 -0.2 0.0
H 2.0292 -0.3297 -1.6646 -0.1 0.1 0.1
H 2.8561 -0.6420 0.6465 0.0 0.1 -0.1
H -1.3122 0.4466 -1.3890 -0.1 0.1 0.4
H -1.9436 -0.7707 1.3568 0.0 0.0 -0.1
C 0.2280 -0.5023 -0.3604 0.8 0.2 2.3
C 2.0552 0.0945 0.5295 0.4 0.0 -0.3
C -2.2086 -0.5065 0.3285 0.1 -0.1 0.1
H -2.4267 -1.4309 -0.2176 0.1 0.1 0.0
C -1.0662 0.2712 -0.3193 -0.5 -0.4 -1.3
C 1.4785 0.2013 -0.8848 0.2 0.1 -0.2
H 2.3655 1.0277 0.9906 0.1 0.2 0.1
H 0.0954 -1.5419 -0.6767 0.1 0.1 0.3

8.
35
Properties=species:S:1:pos:R:3:forces:R:3 method="wB97M-V/def2-TZVPD" spin_multiplicity=6 s2=9.6686 charge=+2 orbital_gap_ev="5.194 / 4.837"
H 0.5799 3.7854 -1.2803 0.0 0.2 -0.1
C 2.4245 -3.2005 2.6891 0.1 0.0 0.4
H -1.5210 1.1446 -3.4499 -0.5 0.3 0.3
H 2.6075 -3.4120 3.7610 0.0 0.0 -0.9
N 1.4189 -1.0747 3.3063 0.1 0.6 1.0
H -1.2380 0.4863 1.0730 0.3 -0.2 -0.8
H 1.2370 -0.0788 3.0705 0.3 -1.2 0.4
H -2.9143 0.8552 -2.3746 0.1 0.3 -0.1
H -2.7227 3.9216 -0.9417 0.0 -0.3 0.2
H -1.4155 -1.2588 1.0082 0.1 -0.8 0.1
H -0.8251 4.2531 -2.2912 0.2 -0.1 0.0
H 3.2444 -5.0075 1.8807 0.1 -0.2 0.1
Cl 1.1876 2.0809 1.9336 -0.1 -0.1 -0.2
H 1.5601 -2.1841 -0.9333 0.3 -0.4 0.3
C -2.4411 3.0452 -0.3398 0.4 -0.1 0.5
I 0.9498 0.1373 -2.9098 0.4 -0.7 0.8
Dy 0.9015 0.4724 0.1371 1.7 0.7 0.1
H -2.6505 2.4891 -3.0857 0.1 -0.4 0.2
N 1.5449 -1.6134 1.0748 0.2 -0.4 0.0
C -1.4842 -0.3755 0.4040 -0.9 -0.1 0.2
H -2.5299 -0.2102 0.1482 0.0 0.0 0.1
H -3.3247 2.4207 -0.1653 0.2 0.1 -0.1
H 0.3675 3.0447 -2.8806 -0.1 0.2 0.1
C 1.8192 -1.9654 2.3746 -0.4 0.5 -1.0
C 1.8381 -2.5173 0.0773 0.3 -0.4 0.8
H 1.6223 -1.2765 4.2931 -0.1 0.3 -0.8
H -2.0434 3.3749 0.6269 -0.2 0.1 -0.1
C -2.1559 1.5962 -2.6656 0.1 -0.5 -0.5
H 2.6105 -4.4294 -0.4798 0.1 0.1 0.2
C -0.9245 -0.7761 -1.0565 -3.9 -2.6 -3.2
O -1.6156 -1.4589 -1.7704 2.9 2.5 2.9
C -0.1576 3.4341 -2.0064 0.3 0.0 0.2
C 2.4258 -3.7437 0.3423 -0.4 0.7 -0.7
P -1.1356 2.1133 -1.2403 -1.0 1.1 -0.6
C 2.7601 -4.0722 1.6705 -0.6 0.8 0.2